DFT (the ωB97M-V functional and the def2-TZVPD basis) results for N4 in the gas phase at a distorted geometry.

Each line ends with the Löwdin charge.
Cartesian coordinates (Å):
N  -0.393  -0.377  -0.650  -0.012
N  0.879  -0.367  0.041  0.048
N  -0.337  -0.177  0.723  -0.061
N  -0.149  0.921  -0.113  0.025

Its HOMO energy (alpha / beta) is -8.32 / -13.07 eV. The calculation puts the energy at -218.64162 hartree. The spin multiplicity is 3. The LUMO energy (alpha / beta) is 2.4 / -3.7 eV. Its expectation value of S² is 2.0089.